1.
22
Properties=species:S:1:pos:R:3 method="wB97M-V/def2-TZVPD" e_above_lowest_kcal_mol=71.9 charge=0 e_tot_ha=-420.690526 smiles=CN[C@@H](CN)CO.O homo_lumo_gap_ev=10.225
C -0.12 -1.98 2.12
N 0.82 -1.75 0.88
C 0.41 -0.36 0.24
C 0.90 0.84 1.08
N 0.28 2.16 0.53
C 0.99 -0.31 -1.13
O 0.66 1.01 -1.85
H -0.65 -2.89 1.96
H -0.63 -1.11 2.40
H 0.62 -2.24 2.86
H 1.81 -1.66 1.25
H -0.78 -0.61 0.08
H 2.07 0.95 0.96
H 0.65 0.77 2.06
H 0.46 2.85 1.22
H -0.74 2.01 0.37
H 0.70 -1.09 -1.83
H 2.10 -0.39 -1.09
H 0.75 1.74 -1.13
O -3.33 0.19 -1.78
H -2.51 0.75 -2.17
H -3.27 -0.71 -1.63

---

2.
89
Properties=species:S:1:pos:R:3 method="wB97M-V/def2-TZVPD" e_above_lowest_kcal_mol=0.0 charge=-1 e_tot_ha=-2109.089838 homo_lumo_gap_ev=9.431
O -0.75 0.70 -1.05
C -0.22 -0.33 -0.32
O 0.40 -0.04 0.73
O -0.40 -1.48 -0.77
H -0.33 1.47 -0.61
C -2.59 1.22 2.27
O -3.34 2.43 2.22
H -2.60 0.72 3.24
H -3.03 0.58 1.51
H -1.55 1.39 1.98
H -2.96 3.09 2.79
C -1.91 -2.18 -3.65
O -1.37 -0.89 -3.47
H -1.22 -2.97 -3.34
H -2.85 -2.30 -3.08
H -2.15 -2.28 -4.70
H -1.07 -0.75 -2.56
C -0.93 3.85 0.32
O 0.25 3.34 -0.33
H -1.13 4.88 0.04
H -1.78 3.24 0.03
H -0.81 3.79 1.41
H 1.00 3.79 0.06
C -3.48 -2.23 0.86
O -3.32 -1.39 -0.30
H -2.80 -1.90 1.64
H -4.52 -2.20 1.14
H -3.24 -3.26 0.59
H -2.41 -1.51 -0.60
C 0.50 -3.46 4.17
C 0.21 -2.40 3.16
O 1.09 -2.57 2.05
O 1.76 -3.24 4.79
H 0.41 -4.45 3.70
H -0.32 -3.41 4.91
H 0.41 -1.41 3.59
H -0.84 -2.50 2.86
H 0.89 -1.86 1.42
H 1.84 -3.87 5.52
C 3.90 0.55 -0.19
C 4.57 0.27 1.13
O 3.77 -0.51 2.01
O 2.74 1.34 -0.05
H 3.65 -0.40 -0.69
H 4.60 1.08 -0.84
H 4.86 1.21 1.62
H 5.48 -0.30 0.93
H 2.98 0.01 2.21
H 2.10 0.80 0.43
C 0.64 -4.77 -1.56
C 1.91 -4.08 -1.15
O 2.03 -2.77 -1.70
O -0.53 -4.31 -0.92
H 0.71 -5.83 -1.25
H 0.56 -4.80 -2.66
H 2.77 -4.66 -1.48
H 1.97 -4.00 -0.06
H 1.29 -2.24 -1.36
H -0.54 -3.34 -0.88
C 1.50 2.37 3.13
C 2.31 2.65 4.38
O 3.42 1.78 4.49
O 1.43 0.97 2.97
H 1.97 2.86 2.26
H 0.49 2.78 3.23
H 1.67 2.53 5.27
H 2.70 3.66 4.36
H 3.10 0.90 4.28
H 0.84 0.74 2.23
C 1.73 0.64 -4.14
C 1.77 1.98 -3.48
O 1.78 3.05 -4.43
O 2.92 0.35 -4.89
H 0.85 0.52 -4.76
H 1.68 -0.07 -3.31
H 2.61 2.08 -2.78
H 0.93 2.09 -2.77
H 1.91 3.87 -3.95
H 3.45 -0.25 -4.36
C -4.66 2.65 -2.87
C -3.79 1.60 -2.27
O -4.56 0.87 -1.31
O -4.93 3.67 -1.90
H -5.60 2.20 -3.21
H -4.16 3.14 -3.72
H -2.92 2.03 -1.79
H -3.47 0.91 -3.06
H -3.99 0.15 -1.00
H -5.26 4.44 -2.37

---

3.
21
Properties=species:S:1:pos:R:3 method="wB97M-V/def2-TZVPD" e_above_lowest_kcal_mol=19.6 charge=0 e_tot_ha=-440.683883 smiles="CC(C)NC=O.O.O" homo_lumo_gap_ev=10.535
C 1.19 1.01 -0.35
C 0.23 0.51 -1.44
C -1.03 1.40 -1.66
N -0.14 -0.89 -1.26
C -0.97 -1.32 -0.30
O -1.68 -0.67 0.45
H 0.85 1.96 0.05
H 2.22 1.09 -0.69
H 1.18 0.31 0.49
H 0.73 0.58 -2.41
H -1.94 0.91 -1.31
H -0.91 2.34 -1.12
H -1.12 1.67 -2.70
H 0.44 -1.59 -1.70
H -1.01 -2.43 -0.30
O 0.84 -2.57 1.66
H 0.91 -3.21 2.38
H 1.01 -1.74 2.13
O 0.05 0.78 2.87
H -0.38 0.32 2.13
H -0.49 1.54 3.08

---

4.
79
Properties=species:S:1:pos:R:3 method="wB97M-V/def2-TZVPD" e_above_lowest_kcal_mol=26.7 charge=+1 s2=3.768 e_tot_ha=-10928.582290 multiplicity=4 homo_lumo_gap_ev="5.506 / 5.686"
V -0.28 -0.43 -0.13
O -6.43 -2.27 -4.12
N -5.42 -2.79 -3.71
O -5.09 -3.94 -3.93
C -4.52 -1.97 -2.84
C -5.08 -0.92 -2.25
C -4.33 -0.11 -1.33
C -4.88 1.01 -0.69
C -4.11 1.71 0.19
C -2.80 1.29 0.44
N -2.25 0.25 -0.16
C -3.01 -0.45 -1.05
C -2.40 -1.58 -1.72
N -1.10 -1.84 -1.40
C -0.50 -2.85 -2.02
C -1.13 -3.61 -3.00
C -2.44 -3.37 -3.32
C -3.13 -2.34 -2.64
H -6.11 -0.70 -2.45
H -5.90 1.30 -0.90
H -4.49 2.59 0.70
H -2.17 1.82 1.15
H 0.52 -3.06 -1.73
H -0.58 -4.39 -3.50
H -2.93 -3.95 -4.08
Se 4.09 0.65 0.92
P 2.57 1.85 1.77
Se 0.50 1.54 1.08
C 2.91 3.62 1.50
C 1.91 4.56 1.26
C 2.25 5.90 1.07
C 3.58 6.30 1.12
C 4.57 5.37 1.36
C 4.25 4.03 1.54
C 2.56 1.69 3.58
C 3.79 1.52 4.22
C 3.85 1.39 5.60
C 2.69 1.43 6.36
C 1.46 1.60 5.73
C 1.39 1.73 4.35
H 0.88 4.25 1.22
H 1.47 6.62 0.87
H 3.83 7.35 0.97
H 5.61 5.67 1.39
H 5.03 3.30 1.69
H 4.69 1.46 3.63
H 4.81 1.26 6.08
H 2.74 1.32 7.44
H 0.55 1.62 6.32
H 0.44 1.87 3.86
Br 0.69 0.64 -2.54
C 1.92 -0.62 -1.82
C 3.01 -1.06 -2.54
C 3.81 -2.03 -1.96
C 3.51 -2.47 -0.69
C 2.42 -1.94 -0.03
N 1.59 -1.06 -0.61
H 3.21 -0.66 -3.53
H 4.66 -2.42 -2.50
H 4.13 -3.20 -0.18
H 2.16 -2.23 0.98
N -2.95 -2.91 1.52
C -1.62 -3.09 1.53
S -0.61 -1.75 1.93
N -1.21 -4.33 1.22
C 0.11 -4.89 1.21
C 0.40 -5.81 0.22
C 1.65 -6.43 0.18
C 2.60 -6.12 1.15
C 2.29 -5.21 2.15
C 1.04 -4.59 2.19
H -3.30 -2.04 1.88
H -3.60 -3.66 1.37
H -1.92 -4.96 0.88
H -0.35 -6.06 -0.53
H 1.87 -7.15 -0.59
H 3.57 -6.60 1.13
H 3.01 -4.98 2.93
H 0.80 -3.91 2.99

---

5.
17
Properties=species:S:1:pos:R:3 method="wB97M-V/def2-TZVPD" e_above_lowest_kcal_mol=24.6 charge=-1 e_tot_ha=-326.446110 smiles="N/C=C/CCC[O-]" homo_lumo_gap_ev=6.263
N 0.22 -2.94 -0.40
C -0.07 -1.52 -0.35
C 0.64 -0.65 -1.06
C 0.83 0.78 -0.60
C -0.45 1.52 -0.23
C -0.76 1.53 1.30
O 0.00 0.66 2.02
H -0.66 -3.44 -0.34
H 0.75 -3.21 0.42
H -0.84 -1.25 0.36
H 1.44 -1.03 -1.67
H 1.41 1.30 -1.38
H 1.59 0.73 0.19
H -0.43 2.55 -0.63
H -1.25 1.02 -0.79
H -0.57 2.58 1.67
H -1.85 1.39 1.48

---

6.
111
Properties=species:S:1:pos:R:3 method="wB97M-V/def2-TZVPD" charge=+1 e_tot_ha=-2674.927954 homo_lumo_gap_ev=8.160
C 6.09 -1.45 -1.57
C 4.70 -1.40 -0.98
C 3.97 0.07 -0.98
C 2.60 0.13 -0.02
C 3.14 -0.06 1.52
C 3.75 1.27 2.23
C 5.43 1.33 2.21
C 6.09 1.12 3.70
C 5.91 2.71 1.45
N 1.95 1.44 -0.33
C 0.55 1.59 0.17
C 0.59 2.74 1.38
C -0.89 3.23 1.88
C -1.53 2.36 3.12
N -2.90 1.85 2.65
P -0.50 2.23 -1.35
S -1.83 0.95 -1.95
C -0.16 0.27 0.81
N 0.25 -1.05 0.21
C 1.59 -1.06 -0.49
B 1.28 -1.11 -2.12
O 1.41 0.07 -3.02
O 0.87 -2.44 -2.67
C 0.41 -2.32 -4.06
C -1.11 -1.64 -4.19
H 6.40 -2.17 -2.46
H 6.85 -0.66 -1.11
H 4.25 -2.40 -0.57
H 3.80 0.53 -2.05
H 4.74 0.81 -0.44
H 2.21 -0.40 2.19
H 3.94 -0.92 1.66
H 3.48 1.19 3.39
H 3.30 2.29 1.87
H 5.82 0.42 1.55
H 7.23 1.47 3.68
H 5.51 1.73 4.52
H 6.13 -0.03 4.04
H 6.19 3.50 2.28
H 5.01 3.19 0.83
H 6.81 2.56 0.71
H 2.56 2.28 -0.17
H 1.10 2.20 2.32
H 1.33 3.63 1.11
H -0.75 4.34 2.29
H -1.71 3.30 1.05
H -0.88 1.46 3.48
H -1.77 3.04 4.08
H -3.53 2.65 2.40
H -3.33 1.22 3.37
H -1.18 3.47 -1.08
H 0.45 2.49 -2.44
H 0.14 0.25 1.97
H -1.35 0.30 0.82
H -0.49 -1.30 -0.53
H 0.16 -1.79 0.96
H 2.10 -2.10 -0.23
H 2.15 -0.15 -3.67
H 0.27 -3.44 -4.45
H 1.20 -1.83 -4.79
H -1.77 -1.91 -3.25
H -1.59 -2.04 -5.18
H -0.93 -0.48 -4.32
C -5.00 3.43 -3.27
O -3.72 3.99 -3.48
H -5.76 4.18 -3.49
H -5.14 2.57 -3.94
H -5.09 3.11 -2.23
H -3.07 3.30 -3.28
C -2.32 -2.03 4.34
O -3.30 -1.05 4.61
H -1.34 -1.66 4.66
H -2.55 -2.95 4.90
H -2.29 -2.24 3.27
H -4.16 -1.41 4.31
C 1.73 -5.86 -6.69
O 1.78 -4.83 -5.72
H 1.04 -5.56 -7.49
H 2.72 -6.01 -7.11
H 1.37 -6.78 -6.23
H 2.39 -5.12 -5.03
C -7.08 5.62 -5.99
O -6.78 6.46 -4.90
H -8.14 5.72 -6.25
H -6.47 5.90 -6.86
H -6.87 4.58 -5.72
H -5.83 6.35 -4.70
C -7.11 -2.13 4.26
O -5.91 -2.09 3.52
H -7.33 -1.13 4.64
H -7.93 -2.46 3.62
H -7.00 -2.82 5.10
H -5.74 -2.99 3.19
C 5.97 3.08 -2.92
O 6.44 2.60 -1.67
H 5.95 4.17 -2.90
H 6.64 2.74 -3.71
H 4.96 2.70 -3.10
H 6.44 1.63 -1.72
C -2.70 -4.73 7.26
O -3.19 -5.14 5.99
H -1.79 -4.15 7.12
H -3.45 -4.12 7.76
H -2.48 -5.61 7.86
H -4.00 -5.65 6.15
C -3.08 -3.79 0.53
O -4.04 -3.22 1.41
H -3.37 -4.82 0.31
H -3.06 -3.22 -0.40
H -2.10 -3.78 1.00
H -3.76 -2.30 1.58

---

Number 1: maximum force 6.183 eV Å⁻¹. Number 2: maximum force 1.480 eV Å⁻¹. Number 3: maximum force 1.311 eV Å⁻¹. Number 4: maximum force 1.471 eV Å⁻¹. Number 5: maximum force 1.769 eV Å⁻¹. Number 6: maximum force 4.713 eV Å⁻¹.